Record 1
The following is a DFT calculation (ωB97M-V/def2-TZVPD) of C38H25NO28S2 as an isolated structure in a non-equilibrium geometry.

Computed properties:
gap between HOMO and LUMO = 3.066 eV
energy = -120300.4631 eV
molar mass = 1007.731 g mol⁻¹

Geometry as ORCA input:
```
! RIJCOSX wB97M-V def2-TZVPD def2/J DEFGRID3
* xyz -2 1
O -0.7733 -1.8635 6.0209
C -0.3528 -0.8184 5.5778
O -0.2216 0.2701 6.4191
S 1.1726 1.1674 6.1883
O 1.5234 1.6075 7.5098
O 0.8400 2.2965 5.3550
N 2.2659 0.1510 5.6138
S 3.5965 0.8847 4.9699
O 3.9110 2.1678 5.5681
O 4.6990 -0.0369 5.1367
C 3.4138 1.1397 3.1189
O 3.5356 2.3023 2.7037
O 3.2182 0.1455 2.4019
C -0.0429 -0.7138 4.1054
C 0.7104 -1.6848 3.4858
C 0.9882 -1.5050 2.1503
C 0.5098 -0.3995 1.4733
C -0.2525 0.5574 2.0958
C -0.5148 0.3910 3.4413
H 1.0565 -2.5379 4.0572
H 1.6019 -2.2553 1.6593
H 0.7408 -0.2637 0.4224
H -0.6372 1.4223 1.5658
H -1.0848 1.1277 3.9996
C -0.0547 -3.9941 -2.4229
C -0.3632 -5.2561 -2.7231
C -0.8125 -6.2294 -1.6777
O -1.0964 -7.3661 -2.0240
C -0.8878 -5.7735 -0.3007
C -0.5802 -4.5018 0.0093
C -0.1510 -3.5288 -1.0467
O 0.1013 -2.3919 -0.7091
O -0.6423 -4.0424 1.2483
O -0.2912 -5.7315 -3.9762
H 0.2707 -3.2857 -3.1679
H -1.2005 -6.4894 0.4458
H -0.3974 -3.0820 1.2305
H -0.5671 -6.6656 -3.9163
C -3.6902 -1.6982 -4.9319
C -4.7170 -0.8460 -5.0090
C -5.1036 0.0303 -3.8540
O -6.0400 0.8011 -3.9993
C -4.3475 -0.0839 -2.6229
C -3.3174 -0.9382 -2.5376
C -2.9122 -1.7984 -3.7013
O -1.9616 -2.5480 -3.5820
O -2.6071 -1.0615 -1.4219
O -5.4593 -0.7200 -6.1131
H -3.4018 -2.3331 -5.7581
H -4.6465 0.5404 -1.7947
H -1.9140 -1.7243 -1.5998
H -6.1266 -0.0407 -5.9008
C 0.6279 -5.5560 -7.0355
C 0.9035 -6.7511 -7.5675
C 1.9598 -6.9223 -8.6165
O 2.1788 -8.0390 -9.0508
C 2.6740 -5.7377 -9.0722
C 2.3969 -4.5397 -8.5427
C 1.3575 -4.3733 -7.4732
O 1.1631 -3.2635 -7.0194
O 3.0226 -3.4296 -8.9293
O 0.2577 -7.8609 -7.1971
H -0.1295 -5.4220 -6.2769
H 3.4217 -5.8707 -9.8413
H 2.6395 -2.7100 -8.3916
H 0.6463 -8.5810 -7.7269
C -3.6161 5.8117 -0.5669
C -3.5792 4.4810 -0.4020
C -4.0099 3.5437 -1.4931
O -3.9402 2.3455 -1.2987
C -4.4994 4.1157 -2.7402
C -4.5372 5.4428 -2.8987
C -4.0826 6.3803 -1.8196
O -4.1270 7.5787 -2.0360
O -4.9792 6.0145 -4.0209
O -3.1615 3.9223 0.7265
H -3.3069 6.4976 0.2088
H -4.8236 3.4299 -3.5114
H -4.8982 6.9755 -3.8727
H -3.2247 2.9568 0.5953
C 5.0761 6.7965 6.7894
C 4.5795 5.5351 6.7938
C 4.2172 4.8538 8.0940
O 3.7620 3.7419 8.0826
C 4.4492 5.5991 9.3411
C 4.9415 6.8365 9.3063
C 5.2744 7.5187 8.0197
O 5.7081 8.6688 8.0694
O 5.1713 7.5543 10.4234
O 4.4035 4.8803 5.6715
H 5.3397 7.3021 5.8715
H 4.2044 5.1006 10.2688
H 5.5228 8.4066 10.1069
H 4.0293 3.9734 5.8493
*
```

Here are the Mulliken charges for atoms 1 to 5, given in e: number 1, O, carries -0.6109; number 2, C, carries 0.1187; number 3, O, carries -0.3802; number 4, S, carries 1.1352; number 5, O, carries -0.6668

Record 2
The following is a DFT calculation (ωB97M-V/def2-TZVPD) of C2H3AlO as an isolated structure in a non-equilibrium geometry.

Computed properties:
gap between HOMO and LUMO (alpha / beta) = 7.196 / 5.728 eV
relative energy (zero: lowest compared OMol25 entry of this formula, charge and spin) = 1.3155 eV
energy = -10741.1206 eV
molar mass = 70.027 g mol⁻¹

Geometry as ORCA input:
```
! RIJCOSX wB97M-V def2-TZVPD def2/J DEFGRID3
* xyz 2 1
O -1.1730 1.0590 0.0397
C -1.3785 -0.0912 0.0009
C -0.6130 -1.1792 0.0310
H -0.2873 -1.5603 -0.9413
H 1.4877 1.6578 -1.3613
H -0.4312 -1.6043 1.0222
Al 1.2153 0.9608 0.1717
*
```

Here are the Mulliken charges for atoms 1 to 5, given in e: number 1, O, carries -0.2562; number 2, C, carries 0.8717; number 3, C, carries -0.8858; number 4, H, carries 0.4426; number 5, H, carries 0.2229

Record 3
The following is a DFT calculation (ωB97M-V/def2-TZVPD) of a 2-piece molecular cluster, C4H10NO2 overall in a non-equilibrium geometry.

Computed properties:
gap between HOMO and LUMO = 5.110 eV
relative energy (zero: lowest compared OMol25 entry of this formula, charge and spin) = 4.1215 eV
energy = -9885.4664 eV
molar mass = 104.129 g mol⁻¹

Geometry as ORCA input:
```
! RIJCOSX wB97M-V def2-TZVPD def2/J DEFGRID3
* xyz 1 1
C 0.6278 1.2960 1.5384
C -0.1481 -1.4513 -1.2510
C -1.2742 -0.9755 -0.7386
C 0.7772 1.8147 0.1332
N 0.7292 -2.0350 -0.5324
O -1.5179 -0.9809 0.6154
O -0.1464 2.4937 -0.4326
H 1.5945 1.6711 1.9574
H 0.5826 0.2449 1.6671
H -0.0817 -1.4895 -2.3781
H -2.2069 -0.8428 -1.2699
H 1.7400 1.5363 -0.3860
H -0.2173 1.8182 2.0386
H 1.5839 -2.4200 -0.8566
H 0.5918 -2.2812 0.3837
H -2.4634 -0.9558 0.9301
H -0.1710 2.5573 -1.4185
*
```

Here are the Mulliken charges for atoms 1 to 5, given in e: number 1, C, carries -0.8254; number 2, C, carries -0.1991; number 3, C, carries -0.2067; number 4, C, carries 0.3555; number 5, N, carries -0.3400

Record 4
The following is a DFT calculation (ωB97M-V/def2-TZVPD) of a 3-piece molecular cluster, C21H41BrF3NO6 overall in a non-equilibrium geometry.

Computed properties:
SMILES = CCOCCO[C@@]1(N)OC(=O)O[C@@]1(Br)COC(F)(F)F.CCCCCC.CCCCCC
gap between HOMO and LUMO = 9.759 eV
energy = -114404.6020 eV
molar mass = 540.458 g mol⁻¹

Geometry as ORCA input:
```
! RIJCOSX wB97M-V def2-TZVPD def2/J DEFGRID3
* xyz 0 1
C -4.4539 -0.2246 -1.1656
C -4.1789 -0.2137 0.4842
O -2.8080 -0.6626 0.7689
C -1.9746 0.4015 1.3486
C -0.4987 0.2934 0.5689
O -0.4490 -1.0609 -0.0012
C 0.9223 -1.5902 -0.0775
N 1.7833 -1.6675 1.1639
O 0.6479 -3.0444 -0.3299
C 0.0742 -2.9623 -1.7145
O -0.7636 -3.8430 -2.3199
O 0.5353 -1.7086 -2.3987
C 1.6518 -1.2901 -1.5375
Br 2.9803 -2.7752 -1.8403
C 2.3968 0.1491 -1.7811
O 3.4517 0.4040 -0.7873
C 4.5351 1.2440 -1.3203
F 5.1030 1.9915 -0.1374
F 5.6644 0.4756 -1.9293
F 4.1130 2.2696 -2.3017
H -5.5026 -0.7256 -1.4290
H -3.6066 -0.8555 -1.6951
H -4.4170 0.8567 -1.6161
H -4.4757 0.8161 0.9533
H -4.9043 -1.0621 0.9075
H -2.4266 1.4790 1.2873
H -1.7550 0.0739 2.4750
H -0.5682 1.0416 -0.3507
H 0.4003 0.5778 1.2614
H 1.7102 -2.6600 1.5286
H 2.7988 -1.5456 0.9134
H 2.9257 0.0704 -2.8487
H 1.6636 1.0622 -1.8352
C -10.3902 -4.2292 0.9763
C -10.6412 -3.7424 -0.4425
C -9.4020 -3.8299 -1.3372
C -8.2149 -2.9652 -0.8953
C -8.5086 -1.4685 -0.7693
C -8.9128 -0.8233 -2.0854
H -9.6394 -3.6187 1.4863
H -11.3139 -4.1754 1.5610
H -10.0487 -5.2689 0.9766
H -11.0262 -2.7177 -0.4183
H -11.4331 -4.3577 -0.8866
H -9.6875 -3.5614 -2.3609
H -9.0696 -4.8742 -1.3839
H -7.3973 -3.1072 -1.6145
H -7.8355 -3.3304 0.0649
H -7.6055 -0.9668 -0.3998
H -9.2854 -1.2907 -0.0187
H -8.1277 -0.9478 -2.8381
H -9.0810 0.2480 -1.9449
H -9.8391 -1.2538 -2.4788
C 8.0093 3.5361 -0.5217
C 9.3003 2.9617 0.0408
C 9.1406 2.3901 1.4519
C 8.7344 3.4064 2.5262
C 9.6788 4.6000 2.6860
C 11.0798 4.2026 3.1231
H 7.6469 4.3774 0.0762
H 8.1724 3.8999 -1.5410
H 7.2257 2.7729 -0.5553
H 10.0833 3.7268 0.0223
H 9.6412 2.1572 -0.6223
H 10.0800 1.9066 1.7440
H 8.3882 1.5922 1.4298
H 8.6598 2.8815 3.4879
H 7.7282 3.7814 2.3112
H 9.2589 5.2771 3.4405
H 9.7329 5.1750 1.7561
H 11.0533 3.6670 4.0775
H 11.7023 5.0925 3.2508
H 11.5680 3.5622 2.3817
*
```

Here are the Mulliken charges for atoms 1 to 5, given in e: number 1, C, carries -0.5555; number 2, C, carries -0.1901; number 3, O, carries -0.2649; number 4, C, carries -0.4649; number 5, C, carries -0.3736